Formula: C3H8NO2
Source: the Open Molecules 2025 dataset
Level of theory: the ωB97M-V functional and the def2-TZVPD basis

- Kohn-Sham gap (alpha / beta) (eV) = 6.314 / 6.383
- HOMO energy (alpha / beta) (eV) = -2.0647 / -2.1503
- M (g/mol) = 90.10
- net charge = -1
- spin multiplicity = 1
- energy above the lowest of the compared OMol25 structures with the same formula, charge and spin (kJ/mol) = 561.18

Bonds (Å) are listed after each position.
CARTESIAN COORDINATES (ANGSTROEM)
1 C 0.93438 -0.78383 -0.63241  C3 1.484, H7 1.161, H8 1.096, H9 1.124
2 C 0.45777 1.20948 0.82429  C3 1.537, H10 1.179, H11 1.082, H12 1.128
3 C -0.09997 0.17031 -0.16129  C1 1.484, C2 1.537, N4 1.442, O6 1.472
4 N -1.13224 -0.48268 0.60526  C3 1.442, O5 1.285
5 O -2.31693 -0.25136 0.16560  N4 1.285
6 O -0.73397 0.80197 -1.32968  C3 1.472, H14 0.983
7 H 1.74455 -0.27664 -1.29216  C1 1.161
8 H 0.43589 -1.61041 -1.15175  C1 1.096
9 H 1.52346 -1.24225 0.20852  C1 1.124
10 H -0.46108 1.76405 1.31214  C2 1.179
11 H 1.25769 1.85615 0.48847  C2 1.082
12 H 0.82843 0.59372 1.69349  C2 1.128
13 H -0.83889 -2.15343 0.35286  no bonds
14 H -1.59908 0.40493 -1.08336  O6 0.983

Results of the Löwdin charge analysis, in e, for atoms 1 through 4: -0.14, -0.06, -0.73, -0.21



Formula: C3H8NO2
Source: the Open Molecules 2025 dataset
Level of theory: the ωB97M-V functional and the def2-TZVPD basis

- Kohn-Sham gap (eV) = 6.204
- HOMO energy (eV) = -2.3507
- M (g/mol) = 90.10
- net charge = -1
- spin multiplicity = 1
- energy above the lowest of the compared OMol25 structures with the same formula, charge and spin (kJ/mol) = 275.70
- SMILES = N[C@H](C[O-])CO

Bonds (Å) are listed after each position.
CARTESIAN COORDINATES (ANGSTROEM)
1 N 0.95608 1.25891 -0.43951  C2 1.527, H7 1.022, H8 1.025
2 C 0.19125 -0.06297 -0.46862  N1 1.527, C3 1.525, C5 1.520, H9 1.092
3 C -1.29192 0.18698 -0.72036  C2 1.525, O4 1.353, H10 1.125, H11 1.125
4 O -2.02573 -0.91022 -1.01847  C3 1.353
5 C 0.27110 -0.82603 0.84356  C2 1.520, O6 1.429, H12 1.082, H13 1.101
6 O 1.47825 -1.57301 1.00463  C5 1.429, H14 0.964
7 H 0.32174 1.83127 -1.00078  N1 1.022
8 H 0.76743 1.63705 0.49405  N1 1.025
9 H 0.69089 -0.65396 -1.23930  C2 1.092
10 H -1.46251 0.95047 -1.52833  C3 1.125
11 H -1.63593 0.70859 0.21574  C3 1.125
12 H -0.55177 -1.52919 0.85357  C5 1.082
13 H 0.16093 -0.02596 1.59152  C5 1.101
14 H 2.13019 -0.99195 1.41230  O6 0.964

Results of the Löwdin charge analysis, in e, for atoms 1 through 4: 0.00, -0.40, -0.55, -0.36



Formula: C3H8NO2
Source: the Open Molecules 2025 dataset
Level of theory: the ωB97M-V functional and the def2-TZVPD basis

- Kohn-Sham gap (alpha / beta) (eV) = 5.924 / 10.256
- HOMO energy (alpha / beta) (eV) = -5.3653 / -9.7102
- M (g/mol) = 90.10
- net charge = 0
- spin multiplicity = 2
- energy above the lowest of the compared OMol25 structures with the same formula, charge and spin (kJ/mol) = 34.86

Bonds (Å) are listed after each position.
CARTESIAN COORDINATES (ANGSTROEM)
1 O 0.93102 1.24904 1.25607  C2 1.190
2 C 2.06042 1.33372 0.89022  O1 1.190, O3 1.349, H4 1.102
3 O 2.47104 0.83079 -0.29224  C2 1.349, H5 0.963
4 H 2.88695 1.61485 1.56259  C2 1.102
5 H 3.28699 1.26292 -0.56584  O3 0.963
6 C -1.82332 -0.27188 0.63673  N8 1.471, H9 1.094, H10 1.082, H11 1.089
7 C -0.34942 -0.99708 -1.28302  N8 1.370, H12 1.077, H13 1.079
8 N -1.58008 -0.75688 -0.73039  C6 1.471, C7 1.370, H14 1.007
9 H -2.86656 -0.59055 0.71903  C6 1.094
10 H -1.72835 0.80520 0.67880  C6 1.082
11 H -1.26681 -0.89225 1.33717  C6 1.089
12 H 0.55086 -0.81329 -0.72039  C7 1.077
13 H -0.28992 -1.55163 -2.20700  C7 1.079
14 H -2.28280 -1.22297 -1.28172  N8 1.007

Results of the Löwdin charge analysis, in e, for atoms 1 through 4: 0.08, -0.38, 0.06, 0.14



Formula: C3H8NO2
Source: the Open Molecules 2025 dataset
Level of theory: the ωB97M-V functional and the def2-TZVPD basis

- Kohn-Sham gap (eV) = 10.782
- HOMO energy (eV) = -14.6621
- M (g/mol) = 90.10
- net charge = +1
- spin multiplicity = 1
- energy above the lowest of the compared OMol25 structures with the same formula, charge and spin (kJ/mol) = 546.50
- SMILES = C=C(C[NH3+])OO

Bonds (Å) are listed after each position.
CARTESIAN COORDINATES (ANGSTROEM)
1 C -0.32138 2.17226 -0.22440  C2 1.323, H7 1.109, H8 1.114
2 C 0.01016 0.89292 -0.28772  C1 1.323, C3 1.461, O5 1.624
3 C 0.09219 -0.05051 0.82484  C2 1.461, N4 1.547, H9 1.114, H10 1.170
4 N -0.49465 -1.42638 0.42958  C3 1.547, H11 1.003, H12 1.105, H13 1.044
5 O 0.24071 0.06383 -1.66484  C2 1.624, O6 1.376
6 O 1.57606 -0.14037 -1.92523  O5 1.376, H14 0.921
7 H -0.44088 2.69947 -1.19236  C1 1.109
8 H -0.66457 2.67484 0.70927  C1 1.114
9 H -0.47697 0.33846 1.69998  C3 1.114
10 H 1.10750 -0.31285 1.34416  C3 1.170
11 H -1.46813 -1.30070 0.63819  N4 1.003
12 H -0.09731 -2.33423 0.91761  N4 1.105
13 H -0.34590 -1.54195 -0.59685  N4 1.044
14 H 1.83523 0.34151 -2.66611  O6 0.921

Results of the Löwdin charge analysis, in e, for atoms 1 through 4: 0.13, -0.21, -0.11, 0.19